# 1
{
  "formula": "C27H72N2O26P2S5Zr",
  "method": "ωB97M-V/def2-TZVPD",
  "total_charge": 0,
  "e_homo_ev": -6.59,
  "lumo_energy_ha": -0.02418,
  "symbols": ["Zr", "C", "C", "C", "O", "C", "N", "H", "H", "H", "H", "H", "H", "H", "H", "H", "H", "H", "H", "C", "C", "C", "O", "C", "N", "H", "H", "H", "H", "H", "H", "H", "H", "H", "H", "H", "H", "P", "O", "O", "O", "O", "P", "O", "O", "O", "O", "C", "C", "C", "O", "C", "H", "H", "H", "H", "H", "H", "H", "H", "O", "S", "O", "O", "C", "C", "C", "H", "H", "H", "H", "H", "H", "H", "H", "O", "S", "O", "O", "C", "C", "C", "H", "H", "H", "H", "H", "H", "H", "H", "O", "S", "O", "O", "C", "C", "C", "H", "H", "H", "H", "H", "H", "H", "H", "O", "S", "O", "O", "C", "C", "C", "H", "H", "H", "H", "H", "H", "H", "H", "O", "S", "O", "O", "C", "C", "C", "H", "H", "H", "H", "H", "H", "H", "H"],
  "coordinates": [[-1.941, 2.119, 0.807], [2.557, -1.532, -3.311], [1.561, -0.743, -4.157], [1.187, -1.437, -5.443], [0.532, -0.530, -6.292], [0.518, -0.953, -7.643], [0.389, -0.472, -3.264], [-0.316, -1.212, -3.286], [0.588, -0.353, -2.238], [-0.117, 0.375, -3.604], [2.193, -2.451, -2.846], [3.012, -0.886, -2.562], [3.364, -1.878, -3.963], [2.048, 0.194, -4.422], [0.497, -2.272, -5.253], [2.111, -1.782, -5.917], [0.093, -1.958, -7.671], [1.486, -0.930, -8.154], [-0.083, -0.261, -8.231], [1.053, -0.707, 3.288], [2.315, -0.199, 2.611], [3.579, -0.131, 3.425], [4.644, 0.221, 2.571], [5.894, 0.342, 3.239], [2.559, -1.058, 1.381], [1.791, -0.925, 0.686], [3.411, -0.774, 0.893], [2.617, -2.056, 1.597], [0.968, -0.080, 4.177], [1.014, -1.769, 3.548], [0.142, -0.610, 2.690], [2.108, 0.753, 2.112], [3.744, -1.097, 3.920], [3.485, 0.623, 4.211], [5.923, 1.174, 3.943], [6.634, 0.426, 2.447], [6.101, -0.596, 3.764], [-2.511, 4.536, 0.750], [-2.679, 3.540, -0.435], [-1.106, 3.990, 1.108], [-3.203, 3.541, 1.702], [-2.915, 5.980, 0.700], [-0.356, 0.344, 0.006], [0.096, 1.588, 0.765], [-1.454, 0.077, 1.089], [0.729, -0.606, -0.531], [-1.279, 1.140, -0.957], [-2.334, 3.000, -5.558], [-1.825, 3.911, -4.446], [-0.686, 3.116, -3.719], [-0.711, 1.842, -4.363], [-1.219, 1.986, -5.670], [-2.697, 3.425, -6.493], [-3.231, 2.490, -5.191], [-2.579, 4.191, -3.710], [-1.368, 4.849, -4.765], [-0.874, 3.067, -2.655], [0.260, 3.653, -3.845], [-1.626, 1.033, -6.009], [-0.505, 2.252, -6.458], [-3.610, 1.019, 2.157], [-4.186, 0.103, 3.103], [-4.933, 0.601, 4.203], [-5.057, -0.961, 2.261], [-6.031, -1.797, 2.974], [-6.313, -2.969, 2.089], [-2.915, -1.005, 3.713], [-6.837, -1.058, 3.008], [-5.704, -2.073, 3.976], [-6.974, -3.635, 2.647], [-5.370, -3.496, 1.929], [-6.755, -2.686, 1.138], [-2.181, -0.494, 4.330], [-2.442, -1.533, 2.887], [-3.430, -1.761, 4.309], [-5.828, 0.877, -1.922], [-4.509, 0.450, -1.532], [-3.857, 1.024, -0.392], [-4.557, -1.166, -1.382], [-3.449, -1.754, -0.670], [-3.575, -3.248, -0.607], [-3.410, 0.560, -2.980], [-3.493, -1.299, 0.321], [-2.472, -1.449, -1.060], [-2.794, -3.696, 0.016], [-3.303, -3.696, -1.569], [-4.544, -3.589, -0.255], [-2.635, -0.196, -2.913], [-2.964, 1.550, -3.015], [-4.071, 0.391, -3.828], [-0.875, -5.062, 1.486], [0.470, -4.814, 1.060], [1.387, -4.106, 1.913], [1.149, -6.225, 0.602], [2.499, -6.471, 1.015], [2.552, -7.105, 2.387], [0.454, -3.969, -0.507], [3.144, -5.591, 0.940], [2.952, -7.124, 0.265], [2.089, -8.089, 2.427], [2.076, -6.476, 3.139], [3.609, -7.215, 2.645], [0.074, -2.959, -0.366], [-0.156, -4.505, -1.231], [1.461, -3.853, -0.906], [-1.416, 2.011, 3.015], [-1.208, 2.653, 4.270], [-2.036, 2.229, 5.357], [0.362, 2.396, 4.677], [0.862, 3.094, 5.821], [1.992, 2.253, 6.355], [-1.233, 4.448, 4.099], [0.090, 3.249, 6.577], [1.267, 4.074, 5.556], [1.708, 1.228, 6.599], [2.389, 2.610, 7.310], [2.837, 2.261, 5.666], [-0.463, 4.731, 3.386], [-1.055, 4.873, 5.087], [-2.209, 4.774, 3.743], [2.939, 4.382, -2.733], [3.074, 3.131, -2.037], [2.840, 1.882, -2.730], [4.594, 3.144, -1.380], [5.056, 1.913, -0.821], [5.764, 1.092, -1.904], [2.111, 3.152, -0.510], [4.244, 1.331, -0.374], [5.716, 2.142, 0.014], [5.058, 0.444, -2.425], [6.395, 0.355, -1.393], [6.327, 1.673, -2.626], [1.069, 3.257, -0.806], [2.432, 4.040, 0.026], [2.220, 2.208, 0.008]],
  "forces_ev_per_angstrom": [[-2.5, 1.0, 1.4], [0.8, -0.4, -0.7], [0.5, -0.6, 1.1], [-0.5, 0.1, -0.1], [0.3, 0.6, -0.3], [-0.3, 0.0, -0.1], [-0.9, 0.6, -0.5], [0.3, -0.2, -0.2], [0.5, 0.0, -0.2], [0.0, 0.4, 0.0], [-0.5, 0.2, 0.1], [-0.2, 0.0, 0.1], [0.1, 0.2, 0.0], [-0.4, 0.3, 0.2], [0.3, -0.3, 0.0], [0.0, -0.2, 0.1], [0.0, -0.1, -0.4], [0.3, -0.2, 0.5], [-0.3, 0.0, 0.3], [-0.1, 0.2, 0.4], [-0.7, -0.3, -1.6], [0.0, 0.0, 0.3], [0.0, 0.0, -0.1], [-0.2, -0.8, -0.4], [0.7, -0.4, 0.1], [-0.5, 0.1, -0.3], [0.1, 0.0, 0.3], [-0.1, 0.0, 0.1], [-0.4, -0.2, 0.1], [0.8, 0.0, 0.2], [0.2, 0.7, -0.2], [-0.1, 0.3, 0.6], [0.2, -0.1, 0.0], [-0.3, 0.0, 0.1], [0.0, 0.1, -0.1], [0.1, 0.3, 0.1], [0.1, 0.1, 0.2], [-1.7, 1.7, 0.0], [-0.5, 0.5, -4.5], [4.0, 1.7, 0.6], [-2.6, 0.2, 3.0], [1.0, -1.7, 0.0], [-1.7, 2.2, 1.1], [4.7, 1.1, 0.9], [0.2, -5.0, -0.1], [-0.9, -0.1, 0.2], [0.8, -1.9, -3.8], [-0.7, -0.2, 0.7], [0.7, 0.9, 0.8], [-0.9, 1.3, -0.7], [0.8, -0.6, 0.2], [-0.9, -0.5, -1.2], [0.6, 0.4, -0.1], [0.1, -0.1, 0.1], [-0.2, -0.1, -0.2], [-0.3, 0.0, -0.4], [-0.2, -0.7, 0.3], [0.2, -0.4, -0.3], [0.1, -0.3, 0.3], [0.5, 0.3, 0.5], [-1.3, -1.2, 0.9], [1.3, -0.4, -0.8], [-0.4, -0.1, 0.2], [1.2, 0.4, 0.3], [-0.4, 1.8, -0.7], [0.2, -0.4, 0.5], [-0.4, -0.4, 0.0], [-0.5, -0.8, 0.6], [0.2, 0.1, -0.1], [-0.1, -0.1, -0.3], [-0.1, -0.1, -0.1], [0.0, 0.0, 0.0], [-0.1, 0.3, -0.1], [0.0, 0.4, -0.2], [0.0, 0.2, 0.2], [1.0, -0.6, 0.4], [0.4, 0.1, -1.1], [-0.9, -0.6, -0.4], [-0.1, 0.5, -0.4], [0.0, 0.6, 1.4], [0.7, -0.5, -0.6], [-0.9, 0.2, 0.5], [0.2, -0.3, 0.0], [-0.2, 0.1, -0.4], [-0.1, 0.4, 0.5], [-0.7, 0.0, -0.2], [0.0, 0.0, -0.2], [0.0, 0.0, 0.1], [0.0, 0.0, 0.2], [0.1, -0.1, -0.1], [0.8, -0.1, -0.3], [0.0, -0.3, -1.0], [0.1, 0.0, 0.1], [-0.7, 1.2, 0.3], [0.8, -0.5, 0.0], [0.3, 0.1, 0.1], [-0.1, 0.2, -0.2], [-0.5, 0.3, 0.3], [-0.5, -0.3, 0.0], [-0.1, 0.0, -0.2], [0.1, 0.1, 0.0], [-0.1, -0.1, 0.2], [-0.2, 0.0, 0.3], [-0.1, -0.1, 0.2], [0.1, -0.3, 0.2], [1.2, -0.5, 1.0], [0.0, 1.6, 0.3], [0.4, 0.0, 0.1], [-1.1, 0.1, -0.8], [0.4, -0.1, 0.7], [0.6, -0.3, 0.7], [0.1, -0.5, 0.3], [-0.1, -0.2, -0.1], [-0.2, 0.0, -0.3], [-0.2, 0.0, -0.4], [-0.2, 0.5, -0.1], [-0.1, -0.2, -0.1], [-0.1, -0.1, -0.1], [0.0, -0.1, 0.0], [-0.1, -0.4, -0.2], [0.4, -1.0, 0.4], [-0.1, 0.6, 1.3], [0.3, 0.3, 0.2], [-1.2, 0.1, -0.6], [0.3, -0.4, -0.7], [-0.3, -1.2, 0.8], [0.2, 0.3, -1.4], [-0.2, 0.1, -0.1], [0.1, 0.4, -0.2], [-0.2, 0.5, -0.3], [0.4, 0.3, -0.1], [0.1, 0.2, 0.2], [-0.1, 0.0, 0.1], [0.0, -0.1, 0.2], [0.1, 0.1, 0.1]],
  "mulliken_charge": [-0.281, -1.318, 0.985, -0.948, -0.123, -0.898, 1.883, 0.522, -0.808, 0.029, 0.138, -0.028, 0.579, 0.157, 0.363, 0.434, 0.373, 0.327, 0.233, -0.324, 1.063, -0.572, -0.246, -0.845, 0.558, -0.412, 0.510, 0.367, 0.231, 0.394, -0.612, -0.319, 0.492, -0.019, 0.301, 0.239, 0.362, 0.362, -0.284, -0.297, -0.550, -1.007, 1.090, -0.817, 0.658, -1.555, 0.330, -0.613, -0.741, 0.402, -0.699, -0.457, 0.437, 0.153, 0.285, 0.380, -0.724, 0.431, 0.282, 0.327, -0.384, 0.640, -0.667, -0.032, -0.356, -1.018, -0.496, 0.272, 0.427, 0.462, 0.154, 0.276, 0.219, -0.057, 0.554, -0.726, 1.270, -0.711, -0.571, 2.108, -1.712, -0.364, -0.424, -0.808, 0.287, 0.431, 0.326, -0.069, -0.242, 0.580, -0.660, 1.140, -0.566, -0.329, -0.279, -1.058, -0.541, 0.257, 0.385, 0.314, 0.306, 0.345, -0.312, 0.547, 0.352, 0.380, 1.110, -0.773, 0.108, -0.410, -1.245, -1.237, 0.515, 0.258, 0.332, 0.436, 0.139, 0.293, 0.506, 0.375, -0.667, 1.108, -0.508, -0.464, 0.266, -1.092, -0.015, -0.155, 0.377, 0.118, 0.414, 0.328, -0.060, 0.545, -0.430]
}

# 2
{
  "formula": "C27H72N9O12P3",
  "method": "ωB97M-V/def2-TZVPD",
  "smiles": "CN(C)P(=O)(N(C)C)N(C)C.CN(C)P(=O)(N(C)C)N(C)C.CN(C)P(=O)(N(C)C)N(C)C.COC(=O)OC.COC(=O)OC.COC(=O)OC",
  "total_charge": 0,
  "e_homo_ev": -8.02,
  "lumo_energy_ha": 0.01504,
  "symbols": ["O", "P", "N", "C", "C", "N", "C", "C", "N", "C", "C", "H", "H", "H", "H", "H", "H", "H", "H", "H", "H", "H", "H", "H", "H", "H", "H", "H", "H", "O", "P", "N", "C", "C", "N", "C", "C", "N", "C", "C", "H", "H", "H", "H", "H", "H", "H", "H", "H", "H", "H", "H", "H", "H", "H", "H", "H", "H", "O", "P", "N", "C", "C", "N", "C", "C", "N", "C", "C", "H", "H", "H", "H", "H", "H", "H", "H", "H", "H", "H", "H", "H", "H", "H", "H", "H", "H", "C", "O", "C", "O", "O", "C", "H", "H", "H", "H", "H", "H", "C", "O", "C", "O", "O", "C", "H", "H", "H", "H", "H", "H", "C", "O", "C", "O", "O", "C", "H", "H", "H", "H", "H", "H"],
  "coordinates": [[-16.186, -5.583, 16.870], [-17.193, -5.943, 15.834], [-18.524, -4.843, 15.798], [-19.611, -4.979, 14.900], [-18.633, -3.526, 16.536], [-17.837, -7.551, 16.166], [-18.950, -7.727, 17.063], [-16.975, -8.695, 16.300], [-16.661, -6.017, 14.204], [-15.681, -4.988, 13.860], [-17.503, -6.592, 13.133], [-20.526, -4.614, 15.367], [-19.844, -6.011, 14.637], [-19.358, -4.458, 13.976], [-17.646, -3.144, 16.799], [-19.218, -3.735, 17.432], [-19.204, -2.804, 15.953], [-19.462, -8.688, 17.107], [-18.611, -7.511, 18.076], [-19.685, -6.956, 16.828], [-17.497, -9.636, 16.471], [-16.357, -8.831, 15.413], [-16.355, -8.569, 17.188], [-16.150, -4.030, 14.084], [-14.864, -5.077, 14.575], [-15.380, -5.152, 12.825], [-18.311, -7.186, 13.560], [-16.851, -7.190, 12.497], [-17.688, -5.784, 12.426], [-16.638, -1.831, 5.221], [-17.829, -2.621, 5.594], [-19.259, -2.063, 4.796], [-20.524, -2.149, 5.455], [-19.131, -1.531, 3.412], [-18.132, -2.791, 7.298], [-17.757, -3.954, 8.079], [-18.132, -1.593, 8.088], [-17.671, -4.257, 4.996], [-18.854, -5.145, 5.100], [-16.798, -4.581, 3.913], [-21.362, -2.359, 4.790], [-20.733, -1.225, 5.994], [-20.516, -3.023, 6.107], [-18.677, -0.540, 3.422], [-20.117, -1.631, 2.959], [-18.409, -2.052, 2.784], [-18.460, -4.002, 8.910], [-18.004, -4.893, 7.584], [-16.711, -3.953, 8.385], [-17.116, -1.381, 8.422], [-18.509, -0.691, 7.606], [-18.732, -1.795, 8.976], [-19.431, -4.852, 5.978], [-19.594, -5.100, 4.301], [-18.521, -6.172, 5.249], [-17.109, -4.208, 2.937], [-16.686, -5.645, 3.707], [-15.795, -4.173, 4.036], [-9.899, 0.333, 6.811], [-11.398, 0.397, 6.674], [-12.250, 1.001, 8.059], [-12.221, 0.209, 9.293], [-12.140, 2.459, 8.235], [-12.168, -1.147, 6.476], [-13.600, -1.427, 6.695], [-11.509, -2.189, 5.620], [-11.883, 1.383, 5.370], [-13.333, 1.424, 5.072], [-11.041, 1.420, 4.123], [-12.341, -0.838, 9.015], [-12.982, 0.462, 10.030], [-11.156, 0.243, 9.522], [-12.763, 2.756, 9.079], [-12.342, 3.008, 7.316], [-11.075, 2.639, 8.386], [-14.045, -0.975, 7.581], [-14.140, -1.194, 5.777], [-13.683, -2.502, 6.857], [-11.848, -3.164, 5.969], [-11.885, -2.073, 4.603], [-10.419, -2.185, 5.618], [-13.669, 0.619, 4.418], [-13.875, 1.295, 6.009], [-13.699, 2.395, 4.741], [-11.269, 0.484, 3.613], [-9.978, 1.444, 4.361], [-11.304, 2.317, 3.563], [-12.566, -4.977, 11.023], [-13.239, -4.528, 9.810], [-13.502, -5.403, 8.777], [-13.007, -6.561, 8.740], [-14.207, -4.740, 7.796], [-14.548, -5.331, 6.562], [-11.522, -4.682, 10.913], [-12.639, -6.044, 11.232], [-12.932, -4.472, 11.917], [-15.349, -6.051, 6.731], [-13.696, -5.764, 6.038], [-14.987, -4.555, 5.935], [-19.831, -1.626, 12.517], [-18.343, -1.438, 12.376], [-17.661, -2.356, 11.698], [-18.078, -3.367, 11.140], [-16.389, -1.918, 11.756], [-15.416, -2.486, 10.895], [-20.220, -1.361, 13.501], [-20.136, -2.672, 12.556], [-20.290, -1.169, 11.641], [-14.882, -3.198, 11.525], [-14.927, -1.628, 10.434], [-15.893, -2.986, 10.053], [-11.440, -8.144, 3.833], [-12.514, -8.633, 3.001], [-13.801, -8.218, 3.237], [-14.172, -7.424, 4.056], [-14.572, -9.019, 2.540], [-16.012, -9.050, 2.754], [-10.547, -8.179, 3.208], [-11.355, -8.713, 4.758], [-11.629, -7.080, 3.980], [-16.491, -9.627, 1.963], [-16.434, -8.046, 2.716], [-16.229, -9.280, 3.798]],
  "forces_ev_per_angstrom": [[-0.4, 0.4, -1.3], [-1.1, -0.8, 0.1], [1.4, 0.1, 1.5], [-0.4, -0.7, -0.8], [0.5, -1.8, 0.2], [-0.9, 0.7, -1.6], [-0.5, 2.0, 0.8], [1.4, 0.1, -0.1], [-0.5, -1.2, 2.1], [-0.7, -0.5, 0.9], [1.9, 0.7, -0.1], [-0.1, 0.3, -0.2], [0.2, -0.1, 0.0], [-0.6, 0.2, -0.3], [-0.2, 0.0, 0.0], [0.1, 0.3, 0.3], [0.3, -0.1, -0.3], [0.4, -0.2, -0.7], [-0.1, -0.1, 0.5], [-0.3, -0.1, 0.2], [-0.5, 0.2, -0.3], [0.2, 0.1, 0.1], [0.5, -0.1, 0.0], [0.2, 0.6, -0.7], [0.3, 0.0, -0.4], [0.1, 0.4, 0.1], [0.0, 0.3, -0.4], [0.0, -0.8, 0.2], [-1.3, 0.2, 0.2], [-0.3, 0.0, 0.0], [-0.6, -1.6, -0.6], [2.2, -0.6, 0.4], [-0.5, -0.1, 0.1], [0.4, -0.2, 1.0], [-0.4, -0.1, -3.1], [-0.9, -0.7, -0.3], [0.2, 0.3, 0.6], [-1.3, 0.4, 1.4], [0.4, 0.8, 0.7], [0.9, 0.4, -1.2], [0.1, 0.2, -0.5], [-0.4, -0.1, 0.3], [-0.1, 0.4, 0.4], [-0.7, 0.4, 0.0], [0.1, 0.5, -0.1], [-0.1, -0.7, 0.3], [0.5, 0.3, 0.5], [0.5, 0.1, -0.5], [0.0, 0.0, 0.2], [0.2, 0.3, 0.2], [-0.1, -0.2, -0.3], [-0.1, 0.2, 0.1], [0.1, -0.1, 0.2], [0.3, 0.1, -0.6], [0.0, -0.1, -0.1], [-0.4, 0.4, -0.2], [-0.1, -0.3, 0.7], [0.0, 0.0, 0.3], [-1.9, 0.0, -0.5], [-0.5, -1.1, 0.6], [-1.1, 0.1, -2.3], [1.4, -0.6, -1.7], [1.0, -0.9, -0.2], [1.6, 0.6, 0.7], [0.7, -0.3, -0.7], [-1.0, 0.8, 0.5], [0.1, 0.4, 0.1], [0.2, -0.1, 1.1], [-0.6, -0.4, 1.6], [-0.4, -0.1, 0.0], [0.4, 0.5, 0.0], [-0.1, 0.1, 1.6], [0.1, 0.2, -0.2], [-0.6, -0.2, 0.1], [0.1, 0.6, 0.7], [0.2, 0.5, -0.3], [-0.5, 0.0, 0.3], [-0.1, -0.1, 0.0], [0.1, -0.1, 0.1], [0.2, -0.1, -0.3], [-0.1, 0.4, 0.2], [0.1, 0.1, -0.3], [0.1, -0.2, 0.1], [0.5, 0.1, -0.5], [0.2, 0.2, -0.7], [-0.2, 0.0, 0.2], [-0.1, -0.2, -0.2], [0.5, -0.2, -0.5], [-1.2, -0.6, -0.6], [2.3, -2.2, -0.2], [-2.3, 3.8, -0.2], [1.3, 0.1, 2.8], [-0.4, -0.7, -0.5], [0.0, -0.2, 0.0], [-0.1, 0.0, -0.6], [-0.5, 0.4, -0.5], [0.2, -0.3, -0.1], [-0.1, -0.2, 0.3], [0.2, 0.2, 0.3], [1.0, -1.1, -0.4], [-2.6, -0.3, 0.8], [0.3, -0.8, -0.5], [0.6, 1.7, 1.0], [-1.2, 0.1, 0.0], [-0.8, -0.3, -0.5], [0.7, 1.3, -0.2], [0.7, -0.4, -0.7], [-0.1, 0.3, 0.5], [0.7, 0.3, -0.6], [0.8, -0.3, 0.5], [0.0, -0.4, 0.3], [-0.7, 1.0, -0.9], [-0.8, 0.2, 0.0], [1.2, -1.3, 1.2], [0.2, 0.7, -0.1], [-1.2, -0.8, -1.2], [0.5, 1.7, 0.6], [0.0, -0.5, 0.2], [0.0, 0.1, -0.1], [0.1, -0.1, 0.6], [0.5, -0.3, 0.4], [0.2, 0.3, -0.5], [0.1, -1.0, -0.2]],
  "mulliken_charge": [-0.897, 0.360, 0.531, -1.071, -1.067, 0.254, -1.087, -1.048, 0.233, -1.080, -0.829, 0.562, 0.389, -0.093, 0.303, 0.340, 0.320, 0.352, 0.393, 0.259, 0.356, 0.273, 0.354, 0.309, 0.296, 0.493, 0.366, 0.329, 0.112, -0.824, -0.060, 0.383, -0.990, -0.874, 0.447, -0.447, -0.812, 0.763, -1.278, -0.932, 0.357, 0.308, 0.309, 0.264, 0.339, 0.229, 0.420, 0.338, -0.413, 0.110, 0.397, 0.260, 0.397, 0.241, 0.374, 0.262, 0.106, 0.365, -0.830, 0.436, 0.292, -0.955, -1.083, 0.624, -1.141, -0.946, 0.063, -1.078, -0.896, 0.163, 0.365, 0.371, 0.340, 0.300, 0.373, 0.289, 0.360, 0.097, 0.159, 0.371, 0.310, 0.349, 0.317, 0.375, 0.293, 0.284, 0.318, -0.774, -0.097, 0.486, -0.635, 0.210, -0.669, 0.288, 0.363, 0.238, 0.330, 0.534, -0.229, -0.779, -0.414, 0.872, -0.565, -0.434, 0.222, 0.361, 0.270, 0.336, 0.188, 0.264, -0.310, -0.552, -0.340, 0.728, -0.454, -0.334, -0.550, 0.237, 0.267, 0.246, 0.277, 0.139, 0.307]
}

Energy relative to the best compared isomer or geometry (same formula, charge and spin) for every record listed, in sequence, given in kcal per mole: 0.0, 0.0.
DFT total energy for every record listed, in sequence, given in eV: -159422.14088, -95014.78884.